Density functional theory data (the ωB97M-V functional and the def2-TZVPD basis) for C27H49NP2Pb as an isolated structure in a non-equilibrium geometry.

Last column: Mulliken charge in e.
Positions of all 80 atoms, in Å:
P (0.67991, -1.10820, -3.73985)  1.6100
P (1.05100, -2.12114, -0.63282)  1.3726
C (0.69805, -2.94783, -3.41093)  -1.3434
C (0.41726, -3.29137, -1.94998)  -1.2872
H (1.65651, -3.35510, -3.78396)  0.4152
H (-0.09061, -3.39428, -4.02994)  0.5516
H (-0.66805, -3.34909, -1.78548)  0.4479
H (0.85985, -4.26497, -1.73492)  0.6979
C (2.72757, -2.91956, -0.75392)  -2.0585
H (3.25792, -2.71785, 0.17405)  0.4157
H (3.35615, -2.64004, -1.59371)  0.3100
H (2.56070, -3.99510, -0.83025)  0.6250
C (0.65527, -3.10635, 0.89550)  -1.1307
H (1.46930, -3.80681, 1.11994)  0.4834
H (-0.26612, -3.67856, 0.71700)  0.3752
H (0.57262, -2.40891, 1.74805)  0.2154
C (1.09638, -1.26737, -5.59669)  -1.5216
H (1.02968, -0.29138, -6.10081)  0.3819
H (0.44358, -1.96942, -6.14733)  0.4740
H (2.13285, -1.61051, -5.73453)  0.3208
C (-1.23713, -1.13192, -3.56707)  -1.0474
H (-1.56065, -1.44393, -2.56344)  0.0219
H (-1.69323, -1.87101, -4.25360)  0.4753
H (-1.67353, -0.14751, -3.77388)  0.2384
Pb (-1.61686, -0.74506, 0.25026)  1.0858
C (2.83777, -0.41326, -2.14409)  -1.9499
C (2.76649, -0.78163, -3.51680)  -0.3099
C (3.67427, 0.23992, -4.23626)  -1.2916
C (3.13793, 1.72430, -4.43994)  -0.8084
C (1.68649, 1.89243, -4.51030)  -1.0563
C (0.71351, 1.16030, -3.81666)  -0.0931
C (0.79139, 1.25008, -2.28533)  0.1305
C (2.18434, 0.81819, -1.66742)  -0.4114
C (-3.55298, 0.22475, -0.36093)  -1.5496
H (3.75371, -0.64554, -1.59912)  0.7671
H (3.13159, -1.79404, -3.75634)  0.7591
H (3.96472, -0.15874, -5.22643)  0.4482
H (4.58949, 0.29856, -3.62133)  0.3598
H (3.57707, 2.41818, -3.67846)  0.3300
H (3.60464, 2.04684, -5.39068)  0.4541
H (1.37964, 2.73124, -5.11103)  0.4226
H (-0.30072, 1.30942, -4.24362)  0.3927
H (0.00735, 0.67321, -1.75683)  -0.7041
H (0.66769, 2.30561, -1.95207)  0.5455
H (2.88227, 1.65968, -1.83603)  0.4554
H (2.02726, 0.73658, -0.57436)  0.3741
H (-4.22905, 0.37502, 0.49931)  0.3823
H (-4.03448, -0.43911, -1.10908)  0.4277
H (-3.31742, 1.19760, -0.81135)  0.3942
C (-4.42742, 1.87365, 5.96682)  -1.5944
C (-3.33430, 1.04937, 5.35960)  0.5582
C (-2.58666, 0.17171, 6.15180)  -0.6483
C (-1.54061, -0.58129, 5.61504)  0.7418
C (-0.81000, -1.54040, 6.50503)  -1.5498
C (-1.19033, -0.40791, 4.27596)  -0.4554
C (-1.86094, 0.54216, 3.45813)  -0.2736
C (-3.01870, 1.16246, 4.00875)  -0.3737
N (-1.38278, 0.91073, 2.20309)  0.1279
C (-0.67212, 2.22569, 2.15157)  1.9714
C (-1.43529, 3.36691, 2.83115)  -2.0031
C (0.67831, 2.10356, 2.86563)  -1.6672
C (-0.45120, 2.61271, 0.69901)  -1.2924
H (-5.34157, 1.28562, 6.11227)  0.3182
H (-4.12575, 2.26137, 6.94607)  0.3810
H (-4.67194, 2.72326, 5.32165)  0.3453
H (-2.83631, 0.05970, 7.20815)  0.3473
H (-0.68016, -1.11301, 7.50531)  0.3803
H (-1.37363, -2.47397, 6.62921)  0.3073
H (0.17438, -1.79353, 6.10488)  0.3455
H (-0.34174, -0.95441, 3.84450)  0.1705
H (-3.62963, 1.80654, 3.36517)  0.4613
H (-2.44368, 3.46581, 2.42085)  0.3209
H (-1.48253, 3.24898, 3.91900)  0.3572
H (-0.91780, 4.32245, 2.64941)  0.5539
H (1.24637, 1.25758, 2.46415)  0.2510
H (1.26524, 3.02024, 2.72837)  0.4496
H (0.55491, 1.94271, 3.94524)  0.3760
H (0.40823, 2.08813, 0.26870)  -0.2676
H (-0.23779, 3.69140, 0.62316)  0.4492
H (-1.33589, 2.42546, 0.07586)  0.3136

F_max = 3.98 eV Å⁻¹
energy relative to the best compared isomer or geometry (same formula, charge and spin) = 421.9 kJ/mol
E_HOMO (spin up / spin down) = -6.7 / -6.1 eV
molar mass = 656.844 u
frontier orbital gap (spin up / spin down) = 5.97 / 5.34 eV